(1)
The following is a quantum chemistry calculation of a cluster of 2 separate species, C2H2O3 in total at a distorted geometry, from OMol25.

Values from the calculation:
E_LUMO = -1.6 eV
2S+1 = 1
Energy relative to the best compared isomer or geometry (same formula, charge and spin) = 7.406 eV

Atoms and positions in Å:
C 1.60 0.72 0.08
C -0.30 -0.60 0.79
O -0.82 -1.37 1.52
O -1.38 0.15 -0.89
O 0.73 -0.21 0.23
H 2.26 0.50 -0.93
H -2.08 0.80 -0.79


(2)
The following is a quantum chemistry calculation of a cluster of 2 separate species, C2H2O3 in total at a distorted geometry, from OMol25.

Values from the calculation:
E_LUMO = 0.5 eV
2S+1 = 1
Energy relative to the best compared isomer or geometry (same formula, charge and spin) = 6.293 eV

Atoms and positions in Å:
C -1.87 0.28 0.03
C 2.16 -0.78 -0.52
O -1.00 1.09 0.10
O 2.99 0.17 -0.26
O 2.12 -0.44 0.73
H -2.79 0.37 -0.52
H -1.61 -0.69 0.44


(3)
The following is a quantum chemistry calculation of an isolated molecule of C2H2O3 at a distorted geometry, from OMol25.

Values from the calculation:
E_LUMO = -0.1 eV
2S+1 = 1
Energy relative to the best compared isomer or geometry (same formula, charge and spin) = 4.592 eV
SMILES string = O=CC1OO1

Atoms and positions in Å:
O -1.98 -0.39 0.04
C -0.95 0.12 0.36
C 0.39 -0.10 -0.37
O 1.47 0.42 0.32
O 1.43 -0.95 0.00
H -0.75 0.83 1.20
H 0.40 0.08 -1.54


Q: Look up the 2S+1 of the first one.
A: 1


Q: Which of these has the lowest E_LUMO?
A: number 1